DFT (ωB97M-V/def2-TZVPD) results for a molecular structure, C20H48BrClN5O7PSi2 in a non-equilibrium geometry.

Each line ends with the Löwdin charge.
Cartesian coordinates (Å):
Br 1.676 -2.638 -2.064  0.190
Cl -2.566 -0.143 -0.098  0.577
P 3.091 -3.986 -0.886  0.392
Si 2.460 -3.629 1.288  0.331
Si -0.287 -4.592 0.865  0.492
O 4.460 -3.128 -0.779  -0.468
O -0.304 3.982 -1.820  -0.017
O -3.446 -1.046 2.984  -0.020
O -2.778 3.543 1.966  -0.017
O 2.714 2.113 2.122  -0.017
O 5.685 -2.822 -3.395  -0.019
O 1.164 -4.590 1.660  -0.441
N 4.982 -4.113 -5.113  -0.186
N 3.167 3.335 0.265  -0.185
N -2.465 4.510 -1.413  -0.180
N -0.996 2.727 3.123  -0.173
N -5.669 -0.818 2.613  -0.190
C -2.137 -1.682 -0.899  -0.582
C 2.349 2.710 1.121  -0.362
C -2.346 -2.865 0.030  -0.333
C 4.595 3.316 0.530  -0.039
C 4.137 -4.271 -6.279  -0.050
C -1.226 -2.999 1.086  -0.300
C -5.579 0.615 2.837  -0.034
C 2.640 4.030 -0.898  -0.047
C -6.942 -1.424 2.293  -0.058
C -1.164 4.481 -1.107  -0.337
C 5.830 -5.218 -4.689  -0.028
C -3.460 5.061 -0.511  -0.066
C -0.298 3.999 3.099  -0.040
C 5.006 -2.985 -4.402  -0.340
C -0.379 1.583 3.779  -0.032
C 2.412 -0.828 0.847  -0.060
C 2.391 -1.849 1.731  -0.278
C -2.884 3.943 -2.683  -0.039
C -2.199 2.631 2.545  -0.341
C -4.531 -1.530 2.717  -0.369
H 5.688 -6.053 -5.370  0.087
H 2.446 -1.614 2.794  0.061
H -0.060 -4.890 -0.568  -0.027
H -2.458 -3.761 -0.589  0.093
H -1.096 -5.690 1.440  -0.020
H -0.891 4.771 3.592  0.093
H 0.655 3.886 3.610  0.089
H 5.104 3.870 -0.255  0.085
H -0.206 1.799 4.835  0.091
H -7.349 -1.007 1.369  0.090
H 1.707 -0.724 0.033  0.014
H -1.088 -1.586 -1.171  0.025
H 3.434 -5.092 -6.134  0.093
H 1.557 3.894 -0.938  0.044
H -2.405 4.465 -3.512  0.091
H -3.305 -2.724 0.528  0.074
H -5.195 0.809 3.839  0.096
H 6.878 -4.918 -4.694  0.095
H -1.044 0.724 3.699  0.082
H -1.661 -3.017 2.084  0.068
H -0.571 -2.129 1.023  0.060
H 3.593 -4.166 2.070  -0.003
H -6.557 1.074 2.725  0.089
H 4.813 3.771 1.497  0.091
H 2.883 5.093 -0.843  0.092
H 4.331 -2.206 -4.789  0.138
H 5.574 -5.528 -3.676  0.093
H -0.937 4.933 -0.128  0.128
H -6.810 -2.496 2.161  0.083
H -2.604 2.891 -2.742  0.089
H -7.665 -1.258 3.095  0.089
H 4.894 -2.948 -1.643  0.006
H 1.286 2.797 0.841  0.132
H 4.739 -4.478 -7.166  0.091
H -3.963 4.037 -2.770  0.085
H -3.997 5.886 -0.986  0.087
H -4.173 4.286 -0.230  0.085
H -2.637 1.625 2.640  0.106
H -0.117 4.322 2.073  0.066
H 4.971 2.293 0.552  0.089
H 3.062 3.620 -1.817  0.093
H 3.167 -0.058 0.959  0.051
H -4.880 1.048 2.121  0.076
H -2.710 -1.769 -1.817  0.071
H 0.576 1.343 3.311  0.072
H -2.979 5.413 0.395  0.070
H 3.573 -3.355 -6.445  0.085
H -4.671 -2.609 2.534  0.133

DFT (ωB97M-V/def2-TZVPD) results for 5 unconnected molecules or ions with the total composition C20H48Cl2FNO20P4S in a non-equilibrium geometry.

Each line ends with the Löwdin charge.
Cartesian coordinates (Å):
Cl -0.047 -0.272 1.638  0.822
Cl -2.067 1.428 -1.717  0.762
S -2.990 2.281 1.394  0.587
P 3.178 10.173 3.966  0.510
P 4.911 -0.629 2.130  0.517
P -6.284 -9.103 -2.596  0.535
P -0.880 -4.993 -3.488  0.510
F -3.654 0.965 0.912  -0.122
O -5.073 -8.373 -3.001  -0.240
O 4.072 -1.731 1.272  -0.272
O 5.900 -0.224 0.892  -0.243
O -0.875 5.920 1.122  -0.040
O 2.828 8.983 2.894  -0.208
O -5.971 -10.612 -3.188  -0.215
O 3.672 9.407 5.120  -0.243
O -1.365 -6.455 -3.985  -0.269
O 2.736 11.625 4.557  -0.277
O -3.291 2.460 2.769  -0.233
O -6.991 -8.169 -1.460  -0.282
O 0.172 -4.164 -2.527  -0.225
O -0.036 -4.653 -4.849  -0.245
O -0.315 8.044 0.791  0.099
O -2.094 -4.169 -3.370  -0.243
O 6.079 -0.384 3.261  -0.208
O 3.947 0.432 2.461  -0.242
O -3.433 3.318 0.537  -0.249
O 4.387 10.775 3.039  -0.245
O -7.529 -8.908 -3.648  -0.252
N -1.331 2.086 1.145  -0.192
C 3.109 -1.176 0.371  -0.113
C -0.873 -0.964 -1.125  -0.127
C 4.230 12.012 2.334  -0.119
C 1.879 9.259 1.829  -0.093
C -6.912 -6.757 -1.690  -0.098
C 1.300 -4.890 -1.993  -0.094
C -6.663 -11.739 -2.614  -0.100
C -0.952 0.809 0.622  -0.709
C 3.579 12.151 5.584  -0.106
C 0.214 5.040 0.756  -0.154
C 0.730 -5.665 -5.514  -0.117
C -1.241 0.395 -0.613  -0.723
C 0.869 2.911 1.955  -0.165
C -8.889 -8.922 -3.196  -0.118
C 6.406 -1.219 -0.007  -0.116
C 0.975 4.448 1.964  -0.156
C -2.443 -6.461 -4.933  -0.089
C -0.380 7.116 1.520  -0.361
C 6.959 -1.477 3.600  -0.096
C -0.563 2.491 2.348  -0.230
H 7.457 -1.008 -0.195  0.088
H 1.116 2.592 0.943  0.115
H -7.671 -6.298 -1.059  0.094
H 0.187 -1.018 -1.369  0.081
H 0.195 -5.995 -6.405  0.085
H 3.365 13.217 5.649  0.092
H -1.089 -1.729 -0.381  0.068
H -6.321 -12.635 -3.123  0.088
H 7.532 -1.797 2.726  0.081
H -6.439 -11.831 -1.551  0.085
H 1.880 -4.207 -1.379  0.073
H -1.472 -1.233 -1.991  0.073
H -5.935 -6.379 -1.402  0.090
H 3.186 12.309 2.247  0.080
H -0.072 7.177 2.574  0.156
H 2.214 -0.883 0.912  0.007
H 6.394 -2.320 3.997  0.086
H -7.112 -6.516 -2.733  0.091
H -2.446 -7.443 -5.403  0.097
H -9.478 -9.505 -3.902  0.088
H 0.925 5.633 0.173  0.122
H -1.049 3.384 2.734  0.111
H -3.393 -6.316 -4.427  0.083
H 1.683 -5.232 -5.814  0.087
H -2.301 -5.697 -5.696  0.090
H 5.860 -1.164 -0.950  0.085
H 4.777 12.798 2.856  0.084
H 3.350 11.685 6.539  0.089
H 1.778 8.368 1.237  0.064
H 2.247 10.067 1.189  0.092
H -0.592 1.771 3.160  0.099
H 2.022 4.745 1.969  0.116
H 0.493 4.857 2.853  0.111
H 1.934 -5.267 -2.801  0.083
H 0.912 9.531 2.241  0.084
H -0.187 4.288 0.083  0.121
H 4.650 11.893 1.336  0.087
H 0.916 -6.528 -4.877  0.079
H -8.991 -9.357 -2.203  0.080
H 3.516 -0.318 -0.164  0.096
H 1.570 2.509 2.683  0.112
H 7.647 -1.125 4.362  0.089
H 6.312 -2.226 0.396  0.079
H -7.743 -11.642 -2.754  0.081
H 4.632 12.007 5.343  0.090
H -9.273 -7.902 -3.173  0.085
H 0.966 -5.723 -1.374  0.088
H 2.855 -1.956 -0.347  0.083

Structure (SMILES) ... C/C(Cl)=C(\Cl)N(CCCCOC=O)S(=O)(=O)F.COP(=O)(OC)OC.COP(=O)(OC)OC.COP(=O)(OC)OC.COP(=O)(OC)OC

DFT (ωB97M-V/def2-TZVPD) results for 6 unconnected molecules or ions with the total composition C20H48Cl4O8 in a non-equilibrium geometry.

Each line ends with the Löwdin charge.
Cartesian coordinates (Å):
Cl -11.767 -34.940 9.184  0.563
Cl -16.244 -35.313 10.893  0.533
Cl -13.365 -35.659 13.283  0.474
Cl -15.127 -38.370 10.234  0.649
O -15.512 -34.531 3.315  -0.190
O -17.577 -36.730 18.376  -0.200
O -19.448 -39.386 7.392  -0.182
O -18.750 -36.415 6.713  -0.171
O -13.587 -36.317 4.894  -0.164
O -18.456 -37.646 15.590  -0.205
O -15.021 -42.644 14.452  -0.172
O -16.608 -41.631 12.407  -0.144
C -14.492 -42.269 13.230  -0.228
C -14.511 -34.023 4.221  -0.165
C -15.350 -41.096 12.726  -0.221
C -13.365 -35.090 4.299  -0.228
C -20.240 -38.284 6.977  -0.171
C -16.704 -33.843 3.386  -0.135
C -17.232 -36.839 10.678  -0.594
C -17.568 -38.689 15.141  -0.079
C -18.701 -35.019 6.823  -0.132
C -17.110 -36.065 17.117  -0.145
C -12.537 -34.727 10.777  -0.651
C -17.601 -40.701 11.931  -0.077
C -13.911 -36.213 6.299  -0.080
C -16.600 -37.663 9.564  -0.660
C -12.650 -36.027 11.629  -0.605
C -14.243 -43.642 15.084  -0.113
C -19.832 -36.855 7.478  -0.215
C -18.067 -39.495 6.883  -0.074
C -16.749 -36.639 19.546  -0.122
C -17.934 -36.309 15.838  -0.162
H -16.398 -37.048 8.688  0.062
H -17.361 -38.423 9.383  0.056
H -20.729 -36.235 7.483  0.122
H -19.518 -34.494 6.328  0.095
H -16.137 -36.536 16.973  0.101
H -17.103 -34.231 2.449  0.097
H -14.035 -33.169 3.740  0.121
H -17.603 -40.331 7.407  0.086
H -11.904 -33.983 11.260  0.062
H -17.359 -34.265 4.149  0.066
H -13.474 -41.906 13.377  0.120
H -17.775 -39.871 12.616  0.054
H -19.473 -36.845 8.507  0.108
H -13.231 -36.872 11.260  -0.007
H -17.759 -34.731 6.357  0.071
H -14.812 -40.556 11.948  0.073
H -17.472 -36.027 14.892  0.119
H -12.492 -34.591 4.720  0.117
H -17.450 -38.639 7.155  0.046
H -16.859 -35.027 17.332  0.119
H -18.253 -36.491 10.524  0.062
H -20.230 -38.287 5.887  0.129
H -14.070 -44.557 14.518  0.085
H -18.040 -39.669 15.216  0.096
H -16.763 -35.616 19.920  0.076
H -16.677 -38.633 15.767  0.087
H -15.270 -40.299 13.465  0.120
H -11.656 -36.400 11.877  0.057
H -17.426 -40.313 10.928  0.063
H -18.807 -35.669 15.966  0.117
H -13.004 -36.028 6.873  0.039
H -14.811 -43.989 15.948  0.087
H -17.192 -37.411 11.605  0.047
H -18.595 -34.504 7.778  0.089
H -13.287 -43.272 15.454  0.086
H -18.583 -41.168 11.848  0.090
H -14.419 -43.150 12.592  0.127
H -15.699 -36.903 19.420  0.077
H -17.328 -38.503 14.095  0.051
H -14.562 -35.375 6.548  0.070
H -17.019 -37.225 20.425  0.081
H -21.195 -38.409 7.489  0.121
H -14.934 -33.767 5.193  0.108
H -16.589 -32.763 3.480  0.094
H -13.059 -35.394 3.299  0.129
H -17.804 -39.608 5.831  0.087
H -13.576 -34.417 10.672  0.020
H -14.406 -37.115 6.660  0.083

Structure (SMILES) ... COCCOC.COCCOC.COCCOC.COCCOC.ClCCCl.ClCCCl
Energy above the lowest of the compared OMol25 structures with the same formula, charge and spin ... 250.3 kJ/mol

Going through the records in order, we get gap between HOMO and LUMO values of 0.31182, 0.30738, 0.37152 Ha.